Density functional theory data (the ωB97M-V functional and the def2-TZVPD basis) for a 2-piece molecular cluster, C8H23NSi2 overall at a distorted geometry.

Geometry as ORCA input:
```
! RIJCOSX wB97M-V def2-TZVPD def2/J DEFGRID3
* xyz 0 1
C -1.40 -2.31 1.68
Si -1.49 -1.46 -0.06
C -1.37 -2.81 -1.34
N -0.11 -0.31 -0.34
Si 1.60 -0.37 -0.03
C 2.14 -2.09 0.71
C 2.45 0.11 -1.68
C 1.80 1.04 1.17
H -0.55 -2.98 1.85
H -1.31 -1.49 2.51
H -2.37 -2.76 1.78
H -2.91 -1.07 -0.03
H -0.99 -3.73 -0.88
H -2.35 -3.02 -1.65
H -0.65 -2.60 -2.23
H -0.30 0.62 -0.69
H 2.30 -2.08 1.77
H 1.30 -2.82 0.45
H 3.06 -2.38 0.27
H 3.59 0.22 -1.68
H 2.31 -0.66 -2.56
H 2.06 1.17 -1.91
H 2.83 1.18 1.67
H 1.49 1.99 0.87
H 1.27 0.88 2.15
C -1.17 3.14 1.21
C -1.55 2.59 0.09
C -1.47 3.31 -1.27
H -1.32 2.74 2.11
H -0.46 3.95 1.11
H -2.17 1.62 -0.02
H -2.43 3.80 -1.68
H -0.75 4.09 -1.27
H -1.08 2.50 -2.09
*
```

Summary:
HOMO level in eV: -8.89
E in eV: -25914.563
Frontier orbital gap in eV: 9.7